Entry 1:
Here is a 8-piece molecular cluster, C44H106O30P6 overall in a non-equilibrium geometry from the Open Molecules 2025 dataset. Energies are from ωB97M-V/def2-TZVPD.

Each line ends with the Löwdin charge.
Element x y z (Å)
C (7.018, 2.892, -3.168)  -0.07
C (6.707, 1.585, -3.893)  -0.27
O (5.433, 1.070, -3.561)  -0.17
P (4.115, 1.718, -4.176)  0.41
O (4.203, 2.250, -5.541)  -0.22
O (3.632, 2.838, -3.103)  -0.18
C (3.445, 2.368, -1.753)  -0.26
C (2.036, 2.674, -1.333)  -0.05
O (3.087, 0.528, -3.939)  -0.19
C (1.946, 0.213, -4.730)  -0.25
C (0.949, -0.597, -3.913)  -0.07
H (6.264, 3.633, -3.443)  0.07
H (7.055, 2.782, -2.082)  0.08
H (7.993, 3.325, -3.397)  0.08
H (6.874, 1.689, -4.965)  0.12
H (7.458, 0.862, -3.567)  0.12
H (3.619, 1.297, -1.643)  0.12
H (4.192, 2.896, -1.158)  0.11
H (1.774, 3.734, -1.347)  0.06
H (1.341, 2.196, -2.030)  0.08
H (1.709, 2.413, -0.325)  0.06
H (1.381, 1.135, -4.897)  0.12
H (2.214, -0.280, -5.659)  0.12
H (0.572, -0.059, -3.043)  0.07
H (0.042, -0.745, -4.506)  0.07
H (1.366, -1.572, -3.657)  0.07
C (0.947, -5.525, -3.985)  -0.05
C (0.872, -4.830, -5.342)  -0.24
O (1.657, -5.573, -6.285)  -0.19
P (1.008, -6.231, -7.592)  0.40
O (-0.382, -6.676, -7.378)  -0.23
O (1.140, -5.067, -8.680)  -0.17
C (0.411, -5.136, -9.896)  -0.29
C (1.319, -4.621, -11.023)  -0.07
O (2.104, -7.285, -8.041)  -0.16
C (2.035, -8.593, -7.446)  -0.26
C (2.753, -8.713, -6.103)  -0.07
H (0.000, -5.372, -3.459)  0.05
H (1.025, -6.609, -4.038)  0.07
H (1.790, -5.127, -3.422)  0.07
H (-0.167, -4.782, -5.678)  0.11
H (1.233, -3.801, -5.346)  0.11
H (0.099, -6.140, -10.200)  0.11
H (-0.527, -4.584, -9.851)  0.12
H (1.528, -3.581, -10.765)  0.07
H (2.250, -5.175, -11.104)  0.08
H (0.777, -4.659, -11.968)  0.07
H (0.982, -8.816, -7.259)  0.11
H (2.441, -9.339, -8.124)  0.12
H (2.597, -9.689, -5.651)  0.08
H (3.812, -8.487, -6.238)  0.08
H (2.384, -7.968, -5.398)  0.05
C (-3.053, 7.046, 1.261)  -0.06
C (-1.848, 6.593, 2.044)  -0.27
O (-0.671, 6.614, 1.246)  -0.19
P (0.084, 5.260, 0.744)  0.43
O (0.663, 4.510, 1.834)  -0.19
O (-1.008, 4.512, -0.150)  -0.18
C (-1.848, 3.505, 0.431)  -0.25
C (-1.752, 2.252, -0.413)  -0.07
O (1.100, 5.897, -0.318)  -0.18
C (0.737, 6.149, -1.686)  -0.27
C (-0.009, 7.469, -1.786)  -0.06
H (-3.943, 6.810, 1.849)  0.06
H (-3.017, 8.088, 0.942)  0.08
H (-3.186, 6.475, 0.337)  0.08
H (-1.642, 7.120, 2.977)  0.13
H (-2.057, 5.573, 2.382)  0.08
H (-1.417, 3.225, 1.397)  0.08
H (-2.862, 3.845, 0.643)  0.11
H (-2.125, 2.444, -1.426)  0.08
H (-0.702, 2.014, -0.579)  0.06
H (-2.246, 1.374, -0.015)  0.07
H (1.680, 6.234, -2.228)  0.12
H (0.198, 5.327, -2.161)  0.11
H (0.726, 8.244, -1.561)  0.08
H (-0.447, 7.636, -2.771)  0.08
H (-0.813, 7.563, -1.059)  0.06
C (3.103, -1.912, 5.495)  -0.05
C (2.995, -0.635, 4.690)  -0.24
O (3.737, 0.394, 5.381)  -0.17
P (3.333, 1.903, 5.144)  0.39
O (1.927, 2.192, 5.495)  -0.23
O (4.421, 2.711, 5.956)  -0.17
C (3.988, 3.793, 6.813)  -0.27
C (5.193, 4.624, 7.168)  -0.07
O (3.719, 2.184, 3.615)  -0.18
C (3.889, 3.558, 3.187)  -0.24
C (3.687, 3.591, 1.707)  -0.08
H (2.397, -2.643, 5.099)  0.03
H (4.106, -2.339, 5.503)  0.08
H (2.854, -1.734, 6.542)  0.09
H (3.399, -0.795, 3.689)  0.13
H (1.965, -0.288, 4.600)  0.10
H (3.248, 4.372, 6.260)  0.10
H (3.492, 3.422, 7.710)  0.12
H (5.730, 4.886, 6.255)  0.08
H (4.950, 5.504, 7.761)  0.08
H (5.908, 4.056, 7.769)  0.08
H (3.209, 4.190, 3.763)  0.11
H (4.907, 3.843, 3.466)  0.12
H (2.904, 2.927, 1.346)  0.05
H (3.450, 4.555, 1.253)  0.08
H (4.557, 3.248, 1.139)  0.07
C (-0.356, 4.856, 6.270)  -0.06
C (-0.771, 3.928, 5.161)  -0.25
O (-2.017, 4.426, 4.616)  -0.19
P (-3.213, 3.419, 4.299)  0.42
O (-2.933, 2.273, 3.428)  -0.21
O (-4.375, 4.394, 3.800)  -0.18
C (-5.596, 3.813, 3.290)  -0.26
C (-6.089, 4.738, 2.192)  -0.07
O (-3.647, 3.058, 5.800)  -0.16
C (-3.857, 1.681, 6.163)  -0.25
C (-5.215, 1.184, 5.683)  -0.08
H (-0.289, 5.924, 6.059)  0.08
H (-1.021, 4.792, 7.136)  0.08
H (0.619, 4.594, 6.689)  0.06
H (-0.067, 3.788, 4.342)  0.10
H (-0.925, 2.927, 5.571)  0.11
H (-5.491, 2.787, 2.942)  0.11
H (-6.300, 3.840, 4.123)  0.12
H (-5.473, 4.676, 1.296)  0.07
H (-7.108, 4.468, 1.904)  0.08
H (-6.126, 5.758, 2.570)  0.08
H (-3.166, 0.878, 5.899)  0.10
H (-3.846, 1.777, 7.249)  0.12
H (-5.222, 0.980, 4.610)  0.05
H (-5.494, 0.238, 6.155)  0.08
H (-6.032, 1.872, 5.905)  0.08
C (-4.595, -4.220, 1.417)  -0.06
C (-3.330, -3.830, 0.692)  -0.24
O (-3.793, -3.190, -0.538)  -0.19
P (-3.381, -3.732, -1.968)  0.40
O (-1.945, -4.060, -2.092)  -0.23
O (-4.291, -5.031, -2.137)  -0.18
C (-4.709, -5.554, -3.407)  -0.24
C (-3.610, -6.410, -4.031)  -0.07
O (-4.041, -2.690, -2.985)  -0.18
C (-3.254, -1.599, -3.494)  -0.25
C (-3.033, -0.575, -2.373)  -0.07
H (-5.085, -4.989, 0.814)  0.08
H (-4.310, -4.787, 2.310)  0.08
H (-5.292, -3.409, 1.593)  0.08
H (-2.738, -3.036, 1.139)  0.09
H (-2.653, -4.656, 0.469)  0.12
H (-5.584, -6.153, -3.173)  0.12
H (-4.965, -4.740, -4.084)  0.11
H (-3.695, -7.472, -3.792)  0.07
H (-3.656, -6.474, -5.124)  0.08
H (-2.609, -6.044, -3.811)  0.06
H (-2.338, -1.973, -3.952)  0.10
H (-3.799, -1.092, -4.291)  0.12
H (-2.456, -1.079, -1.597)  0.06
H (-2.407, 0.252, -2.709)  0.07
H (-4.017, -0.253, -2.045)  0.09
C (1.057, -4.209, 3.963)  -0.06
C (-0.392, -4.679, 3.941)  -0.20
O (-1.228, -3.736, 3.310)  0.03
C (-1.580, -2.631, 3.962)  -0.61
O (-1.187, -2.341, 5.057)  0.15
O (-2.483, -2.006, 3.233)  0.00
C (-2.988, -0.761, 3.685)  -0.02
H (1.143, -3.291, 4.551)  0.04
H (1.398, -3.964, 2.957)  0.08
H (1.785, -4.864, 4.443)  0.09
H (-0.710, -5.025, 4.926)  0.13
H (-0.431, -5.583, 3.332)  0.12
H (-3.959, -0.520, 3.260)  0.10
H (-2.269, 0.009, 3.419)  0.07
H (-3.134, -0.755, 4.768)  0.08
C (1.244, -3.773, -0.416)  -0.05
C (0.207, -2.804, 0.127)  -0.22
O (0.672, -1.955, 1.158)  0.05
C (0.088, -0.771, 1.284)  -0.61
O (-0.674, -0.269, 0.510)  0.12
O (0.535, -0.206, 2.390)  0.00
C (0.169, 1.178, 2.581)  0.00
H (0.923, -4.440, -1.212)  0.06
H (1.575, -4.374, 0.435)  0.07
H (2.106, -3.266, -0.860)  0.08
H (-0.635, -3.416, 0.446)  0.10
H (-0.073, -2.197, -0.736)  0.11
H (0.432, 1.472, 3.593)  0.08
H (-0.897, 1.310, 2.402)  0.06
H (0.777, 1.738, 1.867)  0.09

Values from the calculation:
- ΔE to the lowest compared entry with this formula, charge and spin: 0.000 eV
- E_HOMO: -0.373 hartree
- Net charge: 0

=====

Entry 2:
Here is a 15-piece molecular cluster, C44H108N7O23 overall in a non-equilibrium geometry from the Open Molecules 2025 dataset. Energies are from ωB97M-V/def2-TZVPD.

Each line ends with the Löwdin charge.
Element x y z (Å)
C (0.987, -1.780, -4.630)  -0.04
C (1.804, -0.968, -5.629)  -0.30
C (2.716, -1.839, -6.478)  -0.19
O (3.542, -0.980, -7.231)  -0.18
C (4.778, -1.490, -7.677)  -0.10
N (0.838, -0.159, -6.469)  0.26
H (-0.129, -0.485, -6.406)  0.11
H (0.867, 0.841, -6.235)  0.12
H (1.091, -0.316, -7.443)  0.16
H (1.694, -2.258, -3.946)  0.08
H (0.468, -2.595, -5.148)  0.09
H (0.149, -1.366, -4.072)  0.07
H (2.389, -0.222, -5.090)  0.14
H (2.128, -2.534, -7.085)  0.14
H (3.285, -2.415, -5.741)  0.13
H (5.353, -1.977, -6.880)  0.08
H (5.391, -0.662, -8.026)  0.09
H (4.527, -2.214, -8.459)  0.09
C (-2.525, -1.015, -0.217)  0.00
C (-1.079, -0.608, 0.041)  -0.28
C (-0.478, 0.294, -1.029)  -0.15
O (0.862, 0.682, -0.667)  -0.19
C (1.784, -0.333, -0.879)  -0.12
N (-0.905, 0.051, 1.393)  0.23
H (-1.139, -0.618, 2.134)  0.11
H (0.059, 0.293, 1.645)  0.10
H (-1.459, 0.927, 1.444)  0.08
H (-2.578, -1.644, -1.104)  0.10
H (-3.170, -0.144, -0.358)  0.08
H (-2.928, -1.518, 0.663)  0.07
H (-0.411, -1.468, 0.141)  0.12
H (-1.075, 1.186, -1.215)  0.12
H (-0.424, -0.304, -1.941)  0.12
H (2.791, 0.082, -0.717)  0.07
H (1.827, -0.725, -1.901)  0.09
H (1.767, -1.195, -0.200)  0.08
C (3.645, -3.237, 4.397)  -0.05
C (3.016, -3.872, 3.182)  -0.29
C (2.210, -5.127, 3.502)  -0.22
O (1.694, -5.738, 2.368)  -0.15
C (1.004, -6.914, 2.706)  -0.10
N (2.095, -2.826, 2.558)  0.23
H (2.569, -1.928, 2.493)  0.08
H (1.736, -3.080, 1.627)  0.11
H (1.293, -2.693, 3.200)  0.11
H (2.916, -2.984, 5.165)  0.07
H (4.183, -2.331, 4.109)  0.07
H (4.412, -3.881, 4.831)  0.09
H (3.766, -4.070, 2.416)  0.14
H (1.398, -4.842, 4.183)  0.12
H (2.927, -5.749, 4.058)  0.13
H (0.270, -6.665, 3.484)  0.08
H (1.646, -7.700, 3.120)  0.09
H (0.411, -7.381, 1.922)  0.10
C (-1.853, 7.153, 1.911)  -0.03
C (-0.415, 6.896, 1.482)  -0.29
C (-0.143, 5.432, 1.161)  -0.18
O (-0.586, 5.268, -0.167)  -0.18
C (-0.776, 3.887, -0.453)  -0.07
N (-0.130, 7.763, 0.251)  0.23
H (0.691, 8.351, 0.391)  0.17
H (0.041, 7.219, -0.604)  0.17
H (-0.908, 8.406, 0.107)  0.16
H (-2.215, 8.180, 1.984)  0.09
H (-2.123, 6.629, 2.824)  0.09
H (-2.376, 6.710, 1.053)  0.11
H (0.292, 7.260, 2.228)  0.14
H (-0.701, 4.781, 1.838)  0.13
H (0.940, 5.319, 1.275)  0.13
H (0.001, 3.151, -0.223)  0.09
H (-1.007, 3.850, -1.514)  0.06
H (-1.649, 3.550, 0.115)  0.07
C (-5.479, 1.942, 0.069)  -0.04
C (-6.483, 1.574, -1.013)  -0.28
C (-6.083, 0.462, -1.941)  -0.20
O (-7.139, 0.159, -2.826)  -0.17
C (-7.086, -1.143, -3.379)  -0.08
N (-7.757, 1.153, -0.263)  0.21
H (-8.560, 1.066, -0.885)  0.16
H (-7.633, 0.217, 0.158)  0.10
H (-7.999, 1.806, 0.476)  0.15
H (-5.141, 1.036, 0.582)  0.09
H (-5.843, 2.658, 0.805)  0.07
H (-4.541, 2.349, -0.312)  0.08
H (-6.800, 2.463, -1.558)  0.14
H (-5.765, -0.426, -1.386)  0.12
H (-5.278, 0.859, -2.569)  0.12
H (-8.055, -1.306, -3.846)  0.09
H (-6.826, -1.916, -2.651)  0.09
H (-6.316, -1.221, -4.154)  0.08
C (6.433, -2.490, 0.906)  -0.03
C (6.935, -1.440, -0.092)  -0.30
C (7.578, -2.083, -1.307)  -0.21
O (8.090, -1.070, -2.136)  -0.19
C (8.756, -1.514, -3.304)  -0.08
N (5.785, -0.535, -0.418)  0.23
H (6.039, 0.368, -0.825)  0.17
H (5.232, -0.922, -1.192)  0.17
H (5.117, -0.410, 0.359)  0.10
H (6.214, -2.071, 1.882)  0.08
H (7.142, -3.316, 0.894)  0.09
H (5.538, -2.920, 0.447)  0.10
H (7.655, -0.773, 0.383)  0.16
H (6.872, -2.652, -1.933)  0.15
H (8.353, -2.810, -1.041)  0.14
H (8.110, -1.536, -4.189)  0.09
H (9.078, -2.554, -3.194)  0.09
H (9.554, -0.792, -3.458)  0.09
C (2.334, -0.359, 6.042)  -0.03
C (1.316, 0.766, 5.862)  -0.29
C (1.892, 2.153, 5.651)  -0.20
O (0.846, 3.083, 5.552)  -0.18
C (1.238, 4.323, 5.005)  -0.09
N (0.431, 0.519, 4.678)  0.22
H (-0.110, -0.361, 4.727)  0.12
H (-0.202, 1.289, 4.428)  0.11
H (0.993, 0.451, 3.822)  0.09
H (3.110, -0.391, 5.281)  0.08
H (1.709, -1.246, 6.131)  0.07
H (2.809, -0.163, 7.005)  0.09
H (0.652, 0.706, 6.723)  0.16
H (2.434, 2.207, 4.697)  0.11
H (2.609, 2.445, 6.428)  0.14
H (1.513, 4.185, 3.951)  0.08
H (2.149, 4.686, 5.493)  0.09
H (0.401, 5.008, 5.078)  0.09
C (-3.102, 3.207, -3.263)  -0.05
C (-4.414, 3.484, -4.018)  -0.79
O (-4.375, 3.536, -5.262)  -0.07
O (-5.419, 3.770, -3.301)  -0.14
H (-3.174, 2.323, -2.622)  0.04
H (-2.896, 4.105, -2.674)  0.05
H (-2.307, 3.063, -3.997)  0.07
C (-3.761, 3.280, 3.165)  -0.01
C (-2.428, 2.641, 2.810)  -0.70
O (-1.590, 2.508, 3.733)  -0.06
O (-2.229, 2.357, 1.596)  -0.09
H (-4.361, 3.485, 2.281)  0.05
H (-3.530, 4.195, 3.712)  0.06
H (-4.299, 2.568, 3.791)  0.09
C (-1.694, -4.565, 1.130)  -0.01
C (-0.622, -4.549, 0.023)  -0.76
O (-0.877, -5.057, -1.080)  -0.04
O (0.428, -3.880, 0.287)  -0.14
H (-1.616, -3.599, 1.630)  0.04
H (-1.469, -5.337, 1.870)  0.05
H (-2.707, -4.680, 0.750)  0.06
C (-3.359, -0.583, -4.047)  -0.04
C (-2.474, -1.186, -5.113)  -0.77
O (-2.069, -2.371, -5.003)  -0.09
O (-2.144, -0.405, -6.046)  -0.09
H (-3.986, 0.147, -4.560)  0.08
H (-2.751, -0.109, -3.274)  0.05
H (-3.934, -1.364, -3.545)  0.06
C (-1.635, -3.920, 4.678)  0.00
C (-1.029, -2.593, 4.212)  -0.68
O (0.144, -2.279, 4.619)  -0.13
O (-1.768, -1.751, 3.655)  -0.04
H (-0.931, -4.716, 4.437)  0.05
H (-2.588, -4.059, 4.172)  0.08
H (-1.850, -3.917, 5.746)  0.08
C (0.834, 2.537, -3.463)  -0.03
C (1.220, 2.805, -4.923)  -0.79
O (2.430, 2.905, -5.252)  -0.12
O (0.285, 2.877, -5.764)  -0.08
H (1.762, 2.387, -2.899)  0.06
H (0.215, 1.646, -3.358)  0.06
H (0.358, 3.339, -2.902)  0.04
C (-5.317, -3.314, 0.576)  -0.04
C (-6.732, -2.744, 0.320)  -0.76
O (-7.493, -3.502, -0.297)  -0.06
O (-7.002, -1.542, 0.642)  -0.14
H (-4.587, -3.171, -0.222)  0.06
H (-5.425, -4.379, 0.773)  0.06
H (-4.815, -2.828, 1.420)  0.05
C (3.662, 1.821, 1.867)  0.00
C (3.202, 0.397, 2.059)  -0.69
O (1.970, 0.231, 2.288)  -0.07
O (3.966, -0.597, 1.918)  -0.08
H (2.885, 2.401, 1.376)  0.08
H (4.599, 1.893, 1.309)  0.06
H (3.907, 2.268, 2.833)  0.07

Values from the calculation:
- E_HOMO: -0.131 hartree
- Net charge: -1